{"formula": "C4H7NO", "method": "wB97M-V/def2-TZVPD", "orbital_gap_ev": 11.7, "energy_ha": -286.5759, "de_lowest_kj_mol": 146.4, "multiplicity": 1, "smiles": "CCOCC#N", "fmax_ev_per_a": 1.1, "elements": ["C", "C", "O", "C", "C", "N", "H", "H", "H", "H", "H", "H", "H"], "xyz": [[-1.837, -0.708, 0.169], [-0.642, 0.018, -0.411], [0.105, 0.529, 0.687], [1.401, 0.932, 0.368], [2.234, -0.204, -0.098], [2.837, -1.116, -0.475], [-2.433, -0.030, 0.787], [-2.471, -1.110, -0.627], [-1.494, -1.535, 0.797], [-0.947, 0.843, -1.073], [-0.022, -0.674, -0.999], [1.843, 1.339, 1.281], [1.427, 1.715, -0.406]], "atomic_forces_ev_per_a": [[-0.0463, -0.0202, 0.0055], [-0.1226, -0.1090, -0.1666], [0.0146, -0.0020, 0.0670], [0.1682, 0.1110, 0.0081], [0.5188, -0.7983, -0.3394], [-0.5395, 0.9075, 0.3738], [0.0591, -0.0822, -0.0979], [0.0903, 0.0715, 0.0924], [-0.0762, 0.0998, -0.0898], [0.0567, -0.0855, 0.1278], [-0.0767, 0.0872, 0.0975], [-0.0127, -0.0495, -0.1550], [-0.0336, -0.1301, 0.0765]]}

---

{"formula": "C30H54F6N3O10", "method": "wB97M-V/def2-TZVPD", "orbital_gap_ev": 9.6, "energy_ha": -2691.1614, "charge": 1, "multiplicity": 1, "fmax_ev_per_a": 0.9, "elements": ["C", "C", "C", "C", "O", "C", "C", "C", "N", "C", "N", "C", "C", "C", "C", "C", "C", "C", "C", "O", "C", "C", "O", "C", "O", "C", "O", "C", "C", "O", "N", "H", "H", "H", "H", "H", "H", "H", "H", "H", "H", "H", "H", "H", "H", "H", "H", "H", "H", "H", "H", "H", "H", "H", "H", "H", "H", "H", "H", "H", "H", "H", "H", "H", "H", "H", "H", "H", "H", "H", "H", "H", "H", "H", "H", "C", "C", "O", "C", "O", "C", "F", "F", "F", "H", "H", "H", "H", "H", "C", "C", "O", "C", "O", "C", "F", "F", "F", "H", "H", "H", "H", "H"], "xyz": [[-4.665, -2.216, 3.104], [-3.957, -0.862, 3.200], [-4.344, 0.109, 2.089], [-3.945, -0.342, 0.682], [-2.810, 0.439, 0.294], [-2.267, 0.293, -0.996], [-2.522, -1.003, -1.731], [-1.632, -2.123, -1.174], [-0.937, -1.714, 0.074], [-0.304, -0.509, 0.050], [0.718, -0.241, 0.850], [1.442, 1.041, 0.819], [2.969, 0.868, 0.706], [3.580, 1.714, -0.422], [4.834, 1.074, -1.020], [5.426, 1.910, -2.163], [4.706, 1.670, -3.489], [5.533, 2.161, -4.701], [5.935, 1.068, -5.693], [7.371, 0.911, -5.686], [7.964, 0.799, -6.902], [8.992, -0.286, -6.954], [7.696, 1.532, -7.814], [1.180, -1.182, 1.889], [1.278, -0.498, 3.091], [0.071, -0.593, 3.827], [0.094, 0.437, 4.744], [-0.889, 0.299, 5.759], [-1.770, 1.552, 5.834], [-1.808, 2.182, 4.562], [-0.800, 0.432, -0.813], [-5.708, -2.076, 2.820], [-4.201, -2.845, 2.338], [-4.596, -2.765, 4.040], [-4.264, -0.410, 4.143], [-2.874, -0.976, 3.251], [-3.807, 1.047, 2.260], [-5.406, 0.354, 2.143], [-4.767, -0.201, -0.025], [-3.669, -1.400, 0.697], [-2.588, 1.141, -1.604], [-2.202, -0.835, -2.759], [-3.580, -1.251, -1.783], [-0.869, -2.366, -1.916], [-2.181, -3.043, -0.988], [-0.318, -2.463, 0.347], [1.189, 1.605, 1.717], [1.119, 1.623, -0.038], [3.431, 1.133, 1.656], [3.207, -0.172, 0.472], [3.797, 2.726, -0.075], [2.852, 1.810, -1.235], [5.581, 0.907, -0.243], [4.522, 0.115, -1.445], [6.479, 1.644, -2.279], [5.389, 2.972, -1.906], [4.524, 0.603, -3.628], [3.748, 2.193, -3.511], [6.473, 2.583, -4.342], [5.017, 2.957, -5.236], [5.613, 1.307, -6.705], [5.517, 0.095, -5.424], [9.145, -0.593, -7.984], [9.934, 0.092, -6.551], [8.689, -1.120, -6.326], [0.456, -1.993, 1.982], [2.148, -1.602, 1.627], [-0.780, -0.456, 3.143], [0.028, -1.580, 4.310], [-1.529, -0.570, 5.587], [-0.374, 0.156, 6.712], [-1.426, 2.229, 6.620], [-2.779, 1.225, 6.110], [-2.653, 2.633, 4.485], [-0.648, 1.360, -0.435], [-6.930, 2.083, 7.756], [-6.003, 1.042, 8.340], [-6.563, -0.285, 8.223], [-6.427, -0.885, 7.059], [-5.882, -0.469, 6.077], [-7.053, -2.296, 7.122], [-8.248, -2.271, 7.707], [-6.248, -3.104, 7.823], [-7.184, -2.790, 5.896], [-7.913, 2.022, 8.224], [-6.524, 3.079, 7.930], [-7.056, 1.942, 6.683], [-5.868, 1.190, 9.408], [-5.022, 1.059, 7.866], [2.451, -1.374, -8.729], [1.362, -0.428, -8.279], [0.602, -0.988, -7.177], [1.138, -0.874, -5.982], [2.174, -0.361, -5.681], [0.184, -1.482, -4.930], [-0.294, -2.664, -5.310], [-0.853, -0.655, -4.722], [0.815, -1.640, -3.763], [2.030, -2.345, -8.989], [2.953, -0.966, -9.605], [3.193, -1.523, -7.946], [0.628, -0.269, -9.064], [1.761, 0.540, -7.981]], "atomic_forces_ev_per_a": [[0.4935, 0.0182, -0.3493], [-0.5948, 0.0031, 0.2394], [0.5464, 0.2262, -0.0664], [-0.1869, 0.0000, 0.1805], [0.0029, -0.0599, 0.0149], [-0.0140, 0.0189, -0.0344], [0.3202, -0.1525, -0.2470], [-0.1233, 0.0622, -0.2014], [0.6271, -0.1138, -0.6960], [-0.1159, 0.0686, 0.1694], [-0.1421, -0.2667, -0.3784], [0.2992, 0.4001, 0.1411], [-0.0741, 0.1634, -0.3328], [-0.0639, -0.1115, -0.1141], [-0.2265, 0.4881, -0.1159], [-0.1079, -0.4027, 0.1902], [0.3284, 0.4259, -0.5499], [0.0730, -0.1152, 0.1144], [0.0654, 0.3439, -0.0359], [-0.1982, -0.6552, 0.0285], [0.0145, 0.4638, -0.1550], [0.1882, -0.0099, 0.2467], [-0.1685, -0.2152, -0.1212], [-0.2736, 0.0722, 0.1991], [0.1869, -0.2477, 0.0265], [-0.1333, 0.3938, -0.0447], [0.2730, -0.2060, 0.1980], [-0.0482, 0.2043, 0.1065], [-0.2806, -0.1380, -0.0317], [-0.1242, -0.0874, 0.0183], [-0.5418, 0.0185, 0.7189], [-0.0892, -0.0755, 0.2060], [-0.0821, -0.0252, -0.0252], [-0.1625, 0.0217, 0.0463], [0.0748, 0.1010, 0.0988], [0.0749, -0.0919, -0.1222], [-0.1140, 0.0589, -0.0095], [-0.0601, -0.1963, -0.0408], [0.0364, 0.0313, -0.0654], [-0.0280, -0.0412, -0.1227], [0.0902, -0.0064, -0.0691], [-0.1298, 0.1010, 0.0175], [0.0058, -0.0425, 0.2752], [0.0069, 0.0090, 0.0004], [-0.0701, 0.1165, 0.2721], [-0.1477, -0.0039, 0.3166], [-0.1011, -0.0855, 0.0142], [-0.0764, -0.1242, -0.0550], [0.0671, -0.2518, 0.0273], [-0.0216, -0.0432, 0.1460], [-0.0022, 0.0095, 0.0275], [-0.0312, 0.0472, 0.0340], [-0.0247, -0.0888, 0.0295], [0.2506, -0.1861, 0.1985], [0.0091, 0.0180, -0.0573], [0.1079, 0.0323, -0.0011], [-0.1814, -0.0243, 0.1663], [-0.1305, -0.2283, 0.1740], [-0.0359, 0.1371, -0.0214], [-0.0318, 0.0190, 0.0266], [0.0735, 0.0625, -0.0138], [-0.0178, 0.0150, 0.0876], [0.0378, 0.0175, -0.0054], [0.0144, 0.0207, -0.0449], [-0.0003, -0.0583, -0.0699], [0.0457, -0.0622, -0.0767], [0.0748, 0.1692, 0.0125], [-0.0610, -0.1346, -0.0567], [-0.0515, 0.0078, 0.0213], [0.1094, -0.0503, -0.1712], [-0.0777, -0.0620, 0.0213], [0.1805, 0.1310, -0.1737], [0.0399, 0.0065, 0.1253], [0.0537, 0.0629, -0.0091], [0.2696, 0.0396, -0.2697], [-0.1105, -0.1238, -0.0998], [0.1200, 0.3110, 0.0966], [-0.0033, -0.0450, 0.0097], [-0.0408, -0.0455, 0.0583], [0.1014, 0.1012, -0.0563], [0.0355, 0.1271, -0.0453], [-0.0581, -0.0554, 0.0137], [0.0143, -0.0742, 0.0387], [-0.0169, -0.0650, -0.0370], [0.0175, 0.0378, 0.0510], [0.0123, 0.0049, 0.0219], [0.0517, 0.0112, -0.0058], [-0.0519, -0.0875, 0.0213], [-0.0312, -0.0760, -0.0786], [-0.0205, -0.1345, 0.1739], [0.1504, 0.1386, -0.3438], [-0.0616, -0.0147, 0.0363], [-0.0610, 0.0146, -0.0742], [0.1265, 0.0465, 0.0929], [0.1776, 0.0150, -0.0325], [-0.0636, -0.0594, 0.0337], [-0.0847, 0.0317, 0.0002], [-0.0227, -0.0096, 0.0509], [-0.0155, 0.0218, -0.0655], [-0.0077, 0.0198, -0.0132], [0.0201, 0.0602, -0.0106], [-0.0814, -0.0578, 0.0613], [0.0089, -0.0352, 0.1197]]}

---

{"formula": "C16H29BrN2O4S2", "method": "wB97M-V/def2-TZVPD", "orbital_gap_ev": 7.5, "energy_ha": -4407.4886, "multiplicity": 1, "smiles": "CCCCN(CCCCOC(=O)N(Br)CCOC=O)C(=S)SCCC", "fmax_ev_per_a": 9.3, "elements": ["C", "C", "C", "C", "N", "C", "C", "C", "C", "O", "C", "O", "N", "Br", "C", "C", "O", "C", "O", "C", "S", "S", "C", "C", "C", "H", "H", "H", "H", "H", "H", "H", "H", "H", "H", "H", "H", "H", "H", "H", "H", "H", "H", "H", "H", "H", "H", "H", "H", "H", "H", "H", "H", "H"], "xyz": [[-3.568, 3.343, 3.867], [-2.280, 2.278, 3.828], [-2.795, 0.887, 3.131], [-2.085, 0.577, 1.654], [-1.230, -0.669, 1.709], [-1.252, -1.460, 0.420], [-0.602, -0.667, -0.878], [-1.802, -0.313, -1.987], [-1.236, -0.409, -3.558], [0.001, 0.362, -3.764], [0.970, -0.497, -4.502], [1.565, -1.520, -3.832], [1.368, -0.261, -5.959], [-0.126, -0.045, -7.072], [2.229, 1.003, -6.050], [3.229, 1.213, -4.767], [4.240, 2.269, -5.103], [3.553, 3.564, -4.870], [4.118, 4.712, -5.276], [0.165, -0.414, 2.226], [0.816, 1.068, 2.740], [1.329, -1.923, 2.365], [0.466, -2.966, 3.714], [1.559, -3.771, 4.634], [2.953, -2.950, 4.903], [-3.067, 4.412, 4.036], [-4.089, 3.329, 2.793], [-4.305, 3.038, 4.725], [-1.998, 2.007, 4.953], [-1.424, 2.833, 3.253], [-2.716, -0.066, 3.837], [-3.965, 1.027, 2.940], [-1.573, 1.516, 1.180], [-3.002, 0.314, 0.935], [-2.403, -1.630, 0.151], [-0.808, -2.563, 0.529], [-0.149, 0.349, -0.446], [0.269, -1.320, -1.368], [-2.689, -1.111, -1.947], [-2.295, 0.729, -1.768], [-1.058, -1.574, -3.744], [-2.116, -0.107, -4.279], [1.596, 1.976, -6.231], [2.924, 0.885, -7.009], [3.738, 0.167, -4.553], [2.705, 1.570, -3.783], [2.493, 3.670, -4.339], [-0.066, -2.163, 4.410], [-0.370, -3.641, 3.240], [1.746, -4.842, 4.177], [1.051, -3.947, 5.687], [3.448, -3.438, 5.871], [2.808, -1.804, 5.146], [3.732, -3.031, 4.033]], "atomic_forces_ev_per_a": [[1.3971, -0.0688, -0.4193], [-1.4524, 0.0347, 0.6444], [-0.3154, 0.2222, -0.4910], [-2.1897, -0.0828, -0.0189], [3.2382, 1.2581, -0.2127], [-1.1323, -1.1616, -1.3907], [-0.2747, 0.2160, 0.2468], [0.5237, -0.2547, -0.5802], [-2.0367, -1.8378, 1.3128], [1.2039, -2.7615, -2.6416], [2.2867, -4.6888, 4.1340], [-3.9620, 7.0002, -4.6713], [0.2506, 1.2182, 3.0103], [-0.1533, -0.0445, 0.1937], [1.3209, 1.2407, -0.6806], [-0.2327, -1.1039, 0.2090], [-4.0438, 2.1169, 1.2033], [3.8972, 5.4572, -2.6227], [-3.4913, -7.7954, 2.6296], [-0.9390, 0.0408, 0.0368], [-1.3578, -2.3892, -0.9661], [-1.8013, 0.5105, 0.5548], [-0.8390, 0.6394, 1.0305], [-0.2888, 0.0178, 0.1404], [0.4300, -0.3329, 0.8052], [-1.5453, -2.2029, -0.1730], [1.0006, 0.0955, 2.4837], [1.3103, 0.8014, -1.7984], [-0.2356, 0.9044, -2.5106], [-1.4970, -1.5347, 1.1977], [0.1578, 2.0773, -1.5882], [2.5421, -0.3651, 0.3118], [-0.6492, -1.7320, 1.1373], [2.1275, 0.4175, 1.4449], [2.4347, 0.3662, 0.8278], [-0.7054, 2.7326, 0.0712], [-0.8298, -2.2411, -1.1821], [-1.9991, 1.5620, 0.9999], [2.0027, 1.5983, -0.0337], [1.1216, -1.9370, -0.4500], [-0.0817, 2.6126, 0.3830], [2.0401, -0.1514, 1.2151], [1.0030, -1.8822, 0.5369], [-1.5266, 0.1466, 2.1034], [-0.6660, 2.4664, -0.4501], [0.6338, -0.9515, -1.9380], [2.2677, -1.0303, -1.0157], [1.0867, -1.7246, -1.5067], [1.8087, 1.1878, 0.9908], [-0.1383, 2.2445, 0.8563], [0.9281, 0.3477, -2.1912], [-0.9705, 1.0324, -2.1322], [-0.0002, -2.4050, -0.6130], [-1.6595, 0.1139, 1.5664]]}

---

{"formula": "C5H13NO", "method": "wB97M-V/def2-TZVPD", "orbital_gap_ev": 8.8, "energy_ha": -328.2364, "de_lowest_kj_mol": 216.4, "multiplicity": 1, "smiles": "C/C=C(\\C)NC.O", "fmax_ev_per_a": 2.1, "elements": ["C", "C", "C", "C", "N", "C", "H", "H", "H", "H", "H", "H", "H", "H", "H", "H", "H", "O", "H", "H"], "xyz": [[0.537, -0.357, 2.551], [0.848, 0.135, 1.149], [-0.077, 0.631, 0.306], [-1.582, 0.507, 0.531], [0.365, 1.270, -0.866], [0.883, 0.436, -1.954], [-0.189, 0.311, 3.009], [0.214, -1.405, 2.522], [1.476, -0.382, 3.118], [1.825, -0.089, 0.736], [-1.793, 0.037, 1.477], [-1.988, -0.161, -0.217], [-1.950, 1.549, 0.552], [0.139, 2.213, -1.106], [0.171, -0.256, -2.421], [1.250, 1.055, -2.770], [1.696, -0.155, -1.524], [-0.741, -1.947, -1.354], [0.130, -1.570, -1.539], [-1.214, -1.824, -2.198]], "atomic_forces_ev_per_a": [[0.7838, -0.4843, -0.8706], [-1.0898, -0.4690, -0.1573], [0.0917, -0.1177, 1.0870], [1.2699, 1.1801, 0.4903], [0.5212, -1.0822, -1.7691], [0.0610, 0.6567, 0.4696], [0.0097, -0.3167, 0.2350], [-0.3641, 0.2024, 0.2037], [-0.3068, 0.2758, 0.0971], [0.3827, 0.7179, 0.2956], [-0.0690, -0.0166, 0.4337], [-0.2214, 0.3751, -0.4523], [-0.5845, -0.6391, -0.3175], [-0.4923, 0.0257, 0.2455], [-0.1030, 0.5852, -0.0295], [0.2755, 0.0873, 0.1426], [0.2198, -0.0697, -0.4201], [-0.2515, -0.2916, -0.6033], [-0.3233, -0.4107, 0.3681], [0.1906, -0.2086, 0.5514]]}

---

{"formula": "C7H11F2NO2", "method": "wB97M-V/def2-TZVPD", "orbital_gap_ev": [8.0, 8.0], "energy_ha": -678.1767, "de_lowest_kj_mol": 106.9, "multiplicity": 1, "fmax_ev_per_a": 5.1, "elements": ["C", "C", "C", "C", "C", "C", "C", "N", "O", "O", "F", "F", "H", "H", "H", "H", "H", "H", "H", "H", "H", "H", "H"], "xyz": [[1.642, -1.216, 0.028], [-0.706, 1.464, 1.165], [-1.011, 1.388, -0.334], [0.220, -0.695, -0.287], [-0.423, 0.117, 1.786], [-0.974, -1.607, -0.593], [1.235, 1.161, -1.331], [0.094, 0.546, -0.837], [1.634, -2.585, 0.292], [2.685, -0.634, 0.089], [-1.587, -0.650, 2.021], [0.400, 0.053, 2.774], [0.085, 2.092, 1.471], [-1.726, 1.755, 1.618], [-1.919, 0.884, -0.470], [-1.219, 2.311, -0.733], [-1.784, -0.929, -0.935], [-1.329, -2.330, 0.227], [-0.681, -2.112, -1.591], [2.082, 0.552, -1.661], [0.867, 1.728, -2.277], [1.566, 1.882, -0.651], [0.847, -3.175, 0.231]], "atomic_forces_ev_per_a": [[-2.2172, -1.7245, -0.1249], [-3.4386, -0.8987, 1.8929], [2.5385, -2.9612, 1.9529], [-0.6678, 0.3295, 3.3962], [-1.4157, -1.5890, -4.6775], [0.6101, -0.7863, -1.1263], [-0.0011, 2.3443, -3.8620], [-1.2721, -0.9007, -1.2686], [0.4521, -0.0903, 0.0855], [-0.5251, -0.0727, 0.1885], [1.3696, 1.0937, 0.3228], [0.6102, -0.0701, 1.4232], [0.7483, 1.0895, 0.0222], [1.6626, 0.1705, -0.1898], [-1.2773, -1.0019, 0.0213], [0.6582, 2.3015, -1.4250], [0.2763, -0.7465, 0.6554], [0.6489, 1.1296, -1.3849], [-0.5430, 0.0793, 1.6185], [-0.6779, -0.1253, 0.3386], [0.9364, -0.5268, 1.2678], [1.1268, 1.3692, 1.0452], [0.3977, 1.5867, -0.1720]]}

---

{"formula": "C5H6", "method": "wB97M-V/def2-TZVPD", "orbital_gap_ev": [6.2, 7.5], "energy_ha": -193.7648, "de_lowest_kj_mol": 309.3, "multiplicity": 3, "fmax_ev_per_a": 9.0, "s2": 2.005, "elements": ["C", "C", "C", "C", "C", "H", "H", "H", "H", "H", "H"], "xyz": [[-2.330, -0.718, -0.279], [-1.521, 0.269, 0.017], [3.225, -0.270, -0.434], [2.246, -0.329, 0.283], [-0.517, 0.978, 0.375], [-2.136, -1.753, -0.040], [4.243, -0.093, -0.632], [-3.293, -0.730, -0.808], [1.299, -0.766, 0.760], [-0.491, 1.565, 1.361], [0.302, 0.928, -0.299]], "atomic_forces_ev_per_a": [[-5.5697, -6.5321, -2.7215], [2.8501, 5.2451, 2.5467], [-0.9646, 0.3369, 1.7926], [-1.2297, -2.0080, -0.0637], [-0.4344, 0.7421, 1.3194], [1.0770, -0.3544, -0.5844], [0.4750, 0.0886, -0.7344], [0.0115, 0.9578, 0.9427], [2.0951, 1.3161, -0.9110], [-0.0271, 0.2151, -1.7867], [1.7168, -0.0073, 0.2004]]}